This record from the Open Molecules 2025 dataset describes a molecular structure, C28H15Cl4F2N3O4SV in a non-equilibrium geometry. The level of theory is the ωB97M-V functional and the def2-TZVPD basis.

Structure (XYZ):
```
58
Properties=species:S:1:pos:R:3:forces:R:3
V 0.166 0.605 0.182 -0.1 -0.2 -2.6
O -2.062 -1.752 2.511 -0.6 -0.8 1.0
C -1.739 -0.879 1.749 0.3 1.1 -0.9
O -0.593 -0.725 1.200 -0.9 -1.5 1.5
C -2.755 0.152 1.239 0.5 0.1 -0.3
C -4.103 -0.059 1.403 -0.6 0.1 0.0
C -4.995 0.747 0.699 -0.1 -0.3 0.3
C -4.495 1.742 -0.116 -0.2 0.1 -0.1
C -3.126 1.934 -0.161 0.6 0.0 0.1
N -2.260 1.158 0.498 -0.2 -0.4 0.1
H -4.428 -0.869 2.046 0.0 0.1 -0.1
H -6.068 0.584 0.780 0.2 0.0 0.0
H -5.153 2.362 -0.715 0.1 0.0 0.1
H -2.697 2.739 -0.747 0.1 -0.1 0.0
F 4.601 -1.701 -2.043 0.1 -0.2 -0.2
C 4.047 -0.944 -1.077 0.2 0.1 0.1
C 2.683 -0.822 -1.007 -0.4 0.1 0.1
C 2.126 -0.007 -0.025 0.5 0.1 0.2
C 2.983 0.655 0.885 -0.9 0.2 0.2
C 4.343 0.475 0.775 0.4 0.1 0.1
F 5.200 1.087 1.643 0.0 0.0 0.0
C 4.908 -0.308 -0.201 0.2 -0.1 -0.1
C 2.301 1.502 1.899 0.1 -0.2 -0.2
C 2.904 2.288 2.879 0.1 0.1 0.2
C 2.119 2.996 3.775 0.3 0.0 0.0
C 0.742 2.932 3.682 -0.3 0.0 0.0
C 0.200 2.154 2.677 0.4 0.0 0.0
N 0.956 1.467 1.814 0.2 0.7 1.2
H 2.060 -1.369 -1.702 0.0 0.0 0.0
H 5.981 -0.418 -0.276 0.0 0.0 0.0
H 3.979 2.342 2.937 0.0 0.0 0.0
H 2.590 3.606 4.542 0.0 -0.1 -0.1
H 0.096 3.477 4.362 0.1 -0.1 -0.1
H -0.873 2.076 2.544 0.0 0.0 -0.1
Cl -1.258 2.173 -6.307 0.0 -0.1 0.3
C -0.798 2.229 -4.628 -0.1 -0.5 0.1
C -0.369 3.417 -4.073 0.0 0.1 0.1
Cl -0.319 4.875 -5.021 0.0 -0.2 0.1
C 0.017 3.444 -2.717 0.1 0.6 -0.3
Cl 0.543 4.917 -1.961 0.0 -0.1 -0.1
C 0.011 2.305 -1.963 0.1 -1.0 1.0
O 0.419 2.232 -0.685 -0.3 1.5 -1.1
C -0.462 1.065 -2.505 0.1 -0.6 0.8
O -0.485 0.035 -1.667 0.0 0.9 -1.0
C -0.857 1.052 -3.836 -0.1 0.1 -0.4
Cl -1.442 -0.450 -4.514 0.1 0.4 0.0
S 0.466 -3.664 -0.679 -0.4 0.0 0.0
C -1.159 -3.256 -0.740 0.1 -0.2 -0.1
N -1.992 -3.557 0.306 -0.3 0.3 -0.2
C -3.332 -3.289 0.345 0.4 -0.3 0.2
C -3.940 -2.697 -0.701 -0.1 0.2 -0.3
C -3.135 -2.318 -1.813 0.0 -0.1 0.0
C -1.808 -2.601 -1.841 0.1 -0.2 0.2
H -1.527 -3.863 1.146 0.0 -0.1 0.1
H -3.850 -3.579 1.248 0.1 0.0 0.0
H -5.003 -2.495 -0.677 0.1 0.0 0.0
H -3.588 -1.794 -2.647 0.1 0.0 0.0
H -1.185 -2.328 -2.676 0.0 0.1 0.0
```
Positions in Å, forces in eV/Å.

Properties
lowest unoccupied orbital energy (alpha / beta)	2.4 / 2.4	eV
E_HOMO (alpha / beta)	-4.7 / -4.8	eV
total energy	-133993.41117	eV
max |F|	0.050	hartree/bohr
frontier orbital gap (alpha / beta)	7.035 / 7.122	eV
ΔE to the lowest compared entry with this formula, charge and spin	24.4	kcal per mole
net charge	-1
expectation value of S²	2.013
spin multiplicity	3

From a Mulliken analysis of the wavefunction, the atomic charges in e read: V -0.383; O -0.753; C 0.511; O -0.377; C 0.875; C -1.105; C -0.233; C -0.835; C -0.415; N 0.162; H 0.459; H 0.423; H 0.441; H 0.456; F -0.360; C 0.233; C -0.192; C 0.541; C -0.092; C 0.478; F -0.368; C -0.957; C 0.528; C -1.030; C -0.302; C -1.105; C 0.041; N 0.674; H 0.713; H 0.490; H 0.529; H 0.404; H 0.427; H 0.322; Cl -0.232; C 0.222; C 0.261; Cl -0.234; C 0.299; Cl -0.232; C -0.577; O -0.676; C 0.191; O -0.073; C 0.072; Cl -0.242; S -0.402; C 0.048; N 0.044; C -0.272; C -0.761; C 0.018; C -0.446; H 0.288; H 0.374; H 0.421; H 0.338; H 0.370